# 1
{
  "formula": "C31H30BrIrN7O3S",
  "method": "ωB97M-V/def2-TZVPD",
  "symbols": ["Ir", "C", "N", "C", "C", "N", "C", "S", "C", "C", "C", "C", "C", "N", "H", "H", "H", "H", "H", "H", "H", "H", "H", "C", "C", "O", "N", "C", "C", "C", "C", "C", "C", "N", "H", "H", "H", "H", "H", "H", "H", "H", "H", "H", "C", "O", "C", "C", "C", "Br", "C", "C", "C", "O", "C", "N", "C", "C", "C", "C", "C", "C", "N", "H", "H", "H", "H", "H", "H", "H", "H", "H", "H", "H"],
  "xyz": [[-0.459, -3.158, -1.880], [-3.448, -4.153, 1.886], [-3.784, -3.877, 0.487], [-4.909, -4.349, -0.168], [-4.844, -3.921, -1.440], [-3.673, -3.177, -1.556], [-3.035, -3.171, -0.361], [-1.514, -2.439, 0.025], [-3.307, -2.428, -2.703], [-4.302, -1.881, -3.494], [-3.942, -1.181, -4.631], [-2.595, -1.023, -4.922], [-1.668, -1.574, -4.066], [-2.004, -2.286, -2.973], [-4.293, -4.659, 2.342], [-3.261, -3.221, 2.413], [-2.569, -4.792, 1.931], [-5.643, -4.959, 0.329], [-5.499, -4.100, -2.274], [-5.340, -1.989, -3.213], [-4.703, -0.755, -5.272], [-2.264, -0.481, -5.795], [-0.607, -1.464, -4.245], [-1.009, -6.955, -4.236], [-0.337, -5.776, -3.618], [-0.961, -5.056, -2.805], [0.934, -5.521, -3.942], [1.695, -4.443, -3.342], [1.998, -4.671, -1.878], [3.064, -5.447, -1.468], [3.267, -5.654, -0.111], [2.398, -5.065, 0.791], [1.354, -4.296, 0.313], [1.152, -4.104, -0.997], [-1.988, -6.659, -4.606], [-1.161, -7.709, -3.462], [-0.428, -7.393, -5.044], [1.382, -6.111, -4.627], [1.161, -3.478, -3.481], [2.619, -4.328, -3.905], [3.726, -5.885, -2.203], [4.091, -6.266, 0.232], [2.516, -5.201, 1.856], [0.643, -3.829, 0.980], [-1.776, 2.601, 0.564], [-0.445, 3.004, 0.945], [-0.322, 4.281, 1.346], [-1.340, 5.224, 1.336], [-1.155, 6.590, 1.701], [-2.621, 7.732, 1.586], [0.053, 7.024, 2.122], [1.127, 6.071, 2.243], [0.955, 4.718, 1.736], [1.958, 3.863, 1.605], [2.225, 6.467, 2.971], [2.418, 7.813, 3.310], [3.504, 7.871, 4.002], [4.142, 9.034, 4.582], [5.233, 8.807, 5.338], [5.735, 7.465, 5.534], [5.180, 6.313, 4.986], [4.071, 6.522, 4.205], [3.251, 5.695, 3.508], [-2.133, 3.210, -0.267], [-2.445, 2.719, 1.418], [-1.717, 1.555, 0.283], [-2.323, 4.937, 0.991], [0.217, 8.042, 2.440], [2.810, 4.306, 1.484], [3.728, 10.018, 4.404], [5.761, 9.621, 5.815], [6.618, 7.355, 6.157], [5.610, 5.339, 5.171], [3.229, 4.689, 3.616]],
  "total_charge": 4,
  "gap_ev": [3.4, 3.6],
  "multiplicity": 2,
  "e_lumo_ev": [-13.31, -13.31],
  "de_lowest_kj_mol": 0.0,
  "homo_energy_ha": [-0.615, -0.623]
}

---

# 2
{
  "formula": "C2H4N2OS",
  "method": "ωB97M-V/def2-TZVPD",
  "symbols": ["H", "N", "C", "N", "C", "O", "S", "H", "H", "H"],
  "xyz": [[0.256, -1.873, 0.882], [1.091, -1.578, 0.333], [0.996, -0.286, 0.096], [2.037, 0.346, -0.465], [-0.281, 0.561, 0.162], [-0.217, 1.753, 0.346], [-1.786, -0.312, -0.179], [2.946, -0.146, -0.248], [2.150, 1.410, -0.490], [-1.220, -1.456, -0.673]],
  "gap_ev": 9.6,
  "smiles": "[H]/N=C(/N)C(=O)S",
  "e_lumo_ev": -0.02,
  "de_lowest_kj_mol": 128.9,
  "homo_energy_ha": -0.355
}

---

# 3
{
  "formula": "C3H11NOP",
  "method": "ωB97M-V/def2-TZVPD",
  "symbols": ["C", "C", "C", "N", "O", "P", "H", "H", "H", "H", "H", "H", "H", "H", "H", "H", "H"],
  "xyz": [[-1.729, 0.019, -0.429], [-0.562, 0.951, -0.164], [0.646, 0.385, -0.843], [-0.443, 1.156, 1.333], [1.294, -2.078, -0.023], [2.112, 0.254, 0.013], [-2.559, 0.082, 0.263], [-1.421, -1.014, -0.468], [-2.181, 0.160, -1.447], [-0.700, 1.996, -0.517], [0.598, -0.017, -1.867], [1.989, -2.455, 0.480], [0.354, 1.835, 1.457], [0.130, 0.315, 1.623], [0.661, -2.763, -0.247], [-1.315, 1.400, 1.818], [3.124, -0.229, -0.982]],
  "total_charge": 1,
  "gap_ev": [6.9, 7.7],
  "multiplicity": 3,
  "e_lumo_ev": [-3.36, -5.82],
  "de_lowest_kj_mol": 0.0,
  "homo_energy_ha": [-0.379, -0.496]
}

---

# 4
{
  "formula": "C21H31BBrF2N4O6P",
  "method": "ωB97M-V/def2-TZVPD",
  "symbols": ["H", "N", "C", "N", "N", "C", "C", "C", "C", "O", "P", "O", "O", "C", "C", "O", "Br", "O", "B", "O", "N", "C", "C", "H", "H", "H", "H", "H", "H", "H", "H", "H", "H", "H", "H", "H", "H", "H", "H", "H", "H", "H", "H", "F", "C", "C", "C", "C", "C", "C", "H", "H", "H", "H", "H", "F", "C", "C", "C", "C", "C", "C", "H", "H", "H", "H", "H"],
  "xyz": [[-7.662, -0.237, 3.654], [-7.794, -1.077, 3.017], [-6.736, -1.124, 2.143], [-6.645, -2.209, 1.055], [-5.640, -0.083, 2.199], [-5.989, 0.889, 1.051], [-4.686, 1.834, 0.656], [-4.122, 1.303, -0.794], [-3.563, -0.234, -0.610], [-2.214, -0.349, -1.185], [-1.131, -1.208, -0.071], [-1.769, -2.673, 0.077], [0.435, -1.225, -0.835], [1.201, -2.449, -0.498], [2.791, -1.951, -0.372], [3.706, -2.571, 0.397], [3.321, -0.296, -1.429], [-1.200, -0.318, 1.433], [0.147, -0.004, 1.952], [0.616, -0.844, 3.107], [1.103, 1.043, 1.394], [0.411, 2.388, 1.296], [2.265, 1.245, 2.362], [-5.677, -2.112, 0.678], [-6.781, -3.139, 1.509], [-5.678, 0.485, 3.096], [-6.903, 1.598, 1.339], [-6.354, 0.288, 0.100], [-3.851, 1.690, 1.492], [-4.944, 2.999, 0.661], [-5.060, 1.311, -1.532], [-3.320, 2.053, -1.203], [-4.244, -1.014, -1.197], [-3.639, -0.549, 0.527], [0.871, -2.741, 0.610], [1.059, -3.331, -1.254], [0.241, -1.780, 3.028], [-0.766, 2.298, 1.246], [0.723, 3.106, 2.197], [0.747, 2.907, 0.299], [2.828, 2.231, 2.031], [1.918, 1.422, 3.473], [3.035, 0.352, 2.371], [0.606, 3.789, -1.099], [0.656, 4.899, -1.847], [-0.171, 5.012, -2.960], [-0.123, 6.170, -3.736], [0.759, 7.199, -3.397], [1.589, 7.074, -2.282], [1.533, 5.920, -1.499], [-0.844, 4.200, -3.212], [-0.771, 6.272, -4.603], [0.799, 8.100, -4.006], [2.278, 7.874, -2.022], [2.164, 5.810, -0.624], [9.216, -5.034, -0.117], [7.971, -5.441, -0.397], [6.923, -4.529, -0.334], [5.627, -4.951, -0.631], [5.392, -6.284, -0.977], [6.449, -7.192, -1.033], [7.747, -6.768, -0.747], [7.123, -3.499, -0.056], [4.802, -4.244, -0.593], [4.380, -6.613, -1.204], [6.263, -8.230, -1.298], [8.582, -7.458, -0.794]],
  "gap_ev": 8.5,
  "smiles": "[H]/N=C(/N)NCCCCO[P@@](=O)(OCC(=O)Br)OB(O)N(C)C.Fc1ccccc1.Fc1ccccc1",
  "e_lumo_ev": -0.59,
  "homo_energy_ha": -0.334
}

---

| no. | electronic energy (eV) |
| --- | --- |
| 1 | -132887.3186 |
| 2 | -18001.3234 |
| 3 | -16104.5729 |
| 4 | -125965.0331 |